2 unconnected molecules or ions with the total composition C38H43N4O at a distorted geometry, computed with wB97M-V/def2-TZVPD.

## Properties
electronic energy = -1767.755182 Eh
energy above the lowest of the compared OMol25 structures with the same formula, charge and spin = 47.40 kcal per mole
largest force on an atom = 5.0 eV Å⁻¹
HOMO = -8.83 eV

The geometry in ORCA input format:
```
! RIJCOSX wB97M-V def2-TZVPD def2/J DEFGRID3
* xyz 1 1
C 5.21 -4.86 0.51
C 6.50 -4.21 0.96
N 6.46 -2.76 1.00
C 7.77 -2.16 1.07
C 7.74 -0.71 1.51
C 6.68 0.08 0.74
C 5.36 -0.62 0.68
C 5.31 -2.04 0.85
C 4.04 -2.68 0.85
C 2.89 -1.95 0.61
C 2.93 -0.54 0.35
C 1.75 0.21 0.03
C 0.46 -0.29 0.16
C -0.73 0.27 -0.25
C -1.96 -0.41 -0.05
C -2.07 -1.56 0.80
C -3.19 -2.36 0.86
C -4.35 -2.02 0.11
N -5.47 -2.80 0.16
C -5.53 -4.06 0.86
C -4.18 -4.65 1.20
C -3.21 -3.59 1.72
C -6.72 -2.43 -0.45
C -6.81 -0.96 -0.81
C -5.53 -0.45 -1.47
C -4.31 -0.84 -0.69
C -3.16 -0.07 -0.75
C 4.20 0.08 0.42
C 3.99 -4.16 1.08
H 5.17 -4.84 -0.59
H 5.22 -5.91 0.81
H 6.76 -4.57 1.97
H 7.33 -4.52 0.31
H 8.38 -2.76 1.76
H 8.25 -2.23 0.07
H 7.53 -0.66 2.58
H 8.72 -0.27 1.34
H 6.54 1.06 1.22
H 7.04 0.28 -0.28
H 1.95 -2.48 0.59
H 1.89 1.24 -0.32
H 0.42 -1.27 0.64
H -0.69 1.64 -0.72
H -1.23 -1.83 1.45
H -6.11 -3.92 1.79
H -6.11 -4.77 0.24
H -4.32 -5.44 1.94
H -3.76 -5.12 0.30
H -2.21 -4.02 1.77
H -3.50 -3.32 2.75
H -6.87 -3.04 -1.36
H -7.54 -2.70 0.24
H -7.66 -0.81 -1.49
H -7.01 -0.38 0.10
H -5.46 -0.86 -2.49
H -5.57 0.64 -1.56
H -3.15 0.82 -1.37
H 4.26 1.16 0.27
H 3.08 -4.56 0.61
H 3.91 -4.38 2.16
C -1.78 8.67 1.85
O -0.77 7.63 1.80
C -0.84 6.70 0.82
C -0.15 5.47 1.04
C -0.42 4.38 0.23
C -1.25 4.52 -0.89
N -1.37 3.47 -1.82
C -0.95 2.19 -1.69
N -0.85 1.67 -2.91
C -0.31 0.38 -3.30
C -1.35 2.58 -3.86
C -1.71 3.68 -3.18
C -1.85 5.76 -1.17
C -1.62 6.86 -0.35
H -1.58 9.19 2.78
H -1.68 9.35 1.00
H -2.80 8.24 1.87
H 0.54 5.41 1.87
H 0.03 3.41 0.45
H 0.02 -0.15 -2.40
H -1.08 -0.21 -3.81
H 0.53 0.52 -3.99
H -1.42 2.34 -4.90
H -2.10 4.61 -3.54
H -2.50 5.89 -2.04
H -2.08 7.83 -0.58
*
```